# 1
The following is a DFT calculation (ωB97M-V with the def2-TZVPD basis set) of an isolated ion of composition C5H6NO2 and charge +1.

Last columns: bonded neighbours and bond lengths (Å).
Atoms and positions in Å:
1 C -2.2055 -0.6863 -0.1920  C3 1.293, O7 1.380, H9 1.120
2 C -0.0157 -1.4917 -0.1299  N6 1.241, O7 1.291, H10 1.099
3 C -2.0852 0.4740 0.3648  C1 1.293, O8 1.251
4 C 2.3162 0.9448 -0.3137  C5 1.331, H11 1.040, H12 1.011
5 C 1.6227 0.1290 0.4766  C4 1.331, N6 1.297, H13 1.134
6 N 0.4830 -0.3866 0.1349  C2 1.241, C5 1.297
7 O -1.2781 -1.7027 -0.2977  C1 1.380, C2 1.291
8 O -1.9598 1.6545 0.7583  C3 1.251, H14 1.063
9 H -3.1075 -1.1106 -0.7026  C1 1.120
10 H 0.6146 -2.3487 -0.4070  C2 1.099
11 H 3.1841 1.1432 0.2240  C4 1.040
12 H 2.0495 1.2909 -1.2257  C4 1.011
13 H 2.2626 -0.3135 1.3015  C5 1.134
14 H -1.8809 2.4036 0.0084  O8 1.063

Results
Gap between HOMO and LUMO (spin up / spin down) = 6.56 / 6.56 eV
Electronic energy = -10854.372 eV
ΔE to the lowest compared entry with this formula, charge and spin = 421.88 kJ/mol
LUMO level (spin up / spin down) = -0.228 / -0.228 Eh
Highest occupied orbital energy (spin up / spin down) = -12.75 / -12.75 eV
Charge = +1


# 2
The following is a DFT calculation (ωB97M-V with the def2-TZVPD basis set) of an isolated ion of composition C5H6NO3 and charge -1.

Last columns: bonded neighbours and bond lengths (Å).
Atoms and positions in Å:
1 C 0.4438 2.4438 0.7259  N2 1.400, H10 1.113, H11 1.109, H12 1.093
2 N 0.2035 1.1818 1.2813  C1 1.400, O3 1.425
3 O 1.2701 0.2574 1.0830  N2 1.425, C4 1.367
4 C 0.9991 -0.8960 0.4002  O3 1.367, O5 1.261, C6 1.441
5 O 1.8814 -1.7885 0.2815  C4 1.261
6 C -0.3235 -1.0399 -0.1542  C4 1.441, C7 1.479, C8 1.339
7 C -0.5431 -2.2092 -1.0330  C6 1.479, H13 1.170, H14 1.104, H15 1.124
8 C -1.1502 0.0139 -0.1603  C6 1.339, O9 1.177
9 O -2.0968 0.6393 -0.4736  C8 1.177
10 H 1.0747 3.1434 1.3178  C1 1.113
11 H 0.5585 2.5856 -0.3683  C1 1.109
12 H -0.3968 3.1297 0.8627  C1 1.093
13 H -1.6214 -2.1061 -1.4759  C7 1.170
14 H -0.5861 -3.1723 -0.4961  C7 1.104
15 H 0.2869 -2.1828 -1.7909  C7 1.124

Results
Gap between HOMO and LUMO = 7.15 eV
Electronic energy = -12912.895 eV
SMILES string = C[N-]OC(=O)C(C)=C=O
ΔE to the lowest compared entry with this formula, charge and spin = 277.23 kJ/mol
LUMO level = 0.145 Eh
Highest occupied orbital energy = -3.21 eV
Charge = -1


# 3
The following is a DFT calculation (ωB97M-V with the def2-TZVPD basis set) of an isolated ion of composition C5H6NO5P and charge -2.

Last columns: bonded neighbours and bond lengths (Å).
Atoms and positions in Å:
1 C 1.4154 -1.0702 0.7225  P12 1.771, H13 1.021
2 C -0.5450 1.7390 0.0127  C4 1.479, N6 1.350, O9 1.232
3 C 0.0818 -1.3934 -1.6978  C5 1.399, O7 1.376, O10 1.201
4 C 0.2843 1.4735 1.2086  C2 1.479, P12 1.926, H14 1.095, H15 1.114
5 C 0.5025 -0.0774 -1.4772  C3 1.399, N6 1.443, H16 1.066
6 N -0.3617 1.0198 -1.1151  C2 1.350, C5 1.443, H17 1.043
7 O -1.1255 -1.7033 -1.1145  C3 1.376, H18 0.982
8 O 0.4263 -0.5754 3.0947  P12 1.503
9 O -1.5228 2.4857 0.0746  C2 1.232
10 O 0.6795 -2.1513 -2.4132  C3 1.201
11 O -1.2575 -0.9608 1.2786  P12 1.489
12 P 0.0671 -0.3898 1.6468  C1 1.771, C4 1.926, O8 1.503, O11 1.489
13 H 1.1102 -2.0311 0.5611  C1 1.021
14 H 1.3675 1.6294 1.2420  C4 1.095
15 H -0.2513 1.9867 2.0392  C4 1.114
16 H 1.3642 0.1182 -2.0738  C5 1.066
17 H -1.0873 1.3025 -1.8085  N6 1.043
18 H -1.1476 -1.4021 -0.1806  O7 0.982

Results
Gap between HOMO and LUMO (spin up / spin down) = 6.60 / 6.60 eV
Electronic energy = -26297.297 eV
ΔE to the lowest compared entry with this formula, charge and spin = 207.82 kJ/mol
LUMO level (spin up / spin down) = 0.236 / 0.236 Eh
Highest occupied orbital energy (spin up / spin down) = -0.17 / -0.17 eV
Charge = -2


# 4
The following is a DFT calculation (ωB97M-V with the def2-TZVPD basis set) of an isolated ion of composition C5H6NS and charge +1.

Last columns: bonded neighbours and bond lengths (Å).
Atoms and positions in Å:
1 C 2.4767 -1.1973 0.3073  N2 1.142, H8 1.111
2 N 1.3681 -1.1733 0.0330  C1 1.142, C3 1.310
3 C 0.1054 -1.0666 -0.3005  N2 1.310, C4 1.350, H9 1.148
4 C -0.5750 0.0456 0.0508  C3 1.350, C5 1.467, C6 1.439
5 C -1.7991 0.5048 -0.6154  C4 1.467, H10 1.065, H11 1.038, H12 1.240
6 C 0.2046 0.9736 0.8273  C4 1.439, S7 1.636, H13 1.107
7 S 0.1503 2.6042 0.7005  C6 1.636
8 H 3.5774 -1.2357 0.4533  C1 1.111
9 H -0.2917 -2.0332 -0.7755  C3 1.148
10 H -2.5907 0.3605 0.0818  C5 1.065
11 H -1.9290 -0.1260 -1.4295  C5 1.038
12 H -1.7168 1.7248 -0.8202  C5 1.240
13 H 1.0198 0.6184 1.4872  C6 1.107

Results
Gap between HOMO and LUMO = 7.01 eV
Electronic energy = -17596.668 eV
SMILES string = C#[N+]/C=C(/C)C=S
ΔE to the lowest compared entry with this formula, charge and spin = 267.05 kJ/mol
LUMO level = -0.223 Eh
Highest occupied orbital energy = -13.08 eV
Charge = +1


# 5
The following is a DFT calculation (ωB97M-V with the def2-TZVPD basis set) of an isolated ion of composition C5H6NS and charge +1.

Last columns: bonded neighbours and bond lengths (Å).
Atoms and positions in Å:
1 C 0.1721 1.8076 0.1082  C2 1.466, H8 1.089, H9 1.087, H10 1.090
2 C 0.5176 0.4207 0.4327  C1 1.466, C3 1.380, C7 1.475
3 C 0.0320 -0.8030 0.0188  C2 1.380, C4 1.478, S5 1.784
4 C -1.0919 -1.0321 -0.9132  C3 1.478, H11 1.090, H12 1.087, H13 1.091
5 S 0.8618 -2.2027 0.7501  C3 1.784, N6 1.660, C7 2.260
6 N 1.9019 -1.2559 1.6317  S5 1.660, C7 1.218
7 C 1.5276 -0.1297 1.3557  C2 1.475, S5 2.260, N6 1.218
8 H 0.0021 1.9080 -0.9624  C1 1.089
9 H 0.9723 2.4844 0.3975  C1 1.087
10 H -0.7378 2.1092 0.6277  C1 1.090
11 H -0.8235 -1.8048 -1.6336  C4 1.090
12 H -1.3631 -0.1240 -1.4460  C4 1.087
13 H -1.9711 -1.3778 -0.3672  C4 1.091

Results
Gap between HOMO and LUMO = 7.75 eV
Electronic energy = -17597.001 eV
SMILES string = CC1=C(C)S2#[N+]C=21
ΔE to the lowest compared entry with this formula, charge and spin = 234.90 kJ/mol
LUMO level = -0.275 Eh
Highest occupied orbital energy = -15.22 eV
Charge = +1


# 6
The following is a DFT calculation (ωB97M-V with the def2-TZVPD basis set) of one molecule with the formula C5H6O.

Last columns: bonded neighbours and bond lengths (Å).
Atoms and positions in Å:
1 C -1.8119 0.2869 -0.1850  C2 1.533, H7 1.094, H8 1.094, H9 1.093
2 C -0.9071 -0.9353 0.0106  C1 1.533, C3 1.460, H10 1.095, H11 1.097
3 C 0.4932 -0.5219 0.0288  C2 1.460, C4 1.208
4 C 1.5871 -0.0274 0.1605  C3 1.208, C5 1.447
5 C 2.7704 0.6790 0.6034  C4 1.447, O6 1.211, H12 1.103
6 O 2.7149 1.8192 1.0069  C5 1.211
7 H -1.6227 1.0240 0.6012  C1 1.094
8 H -1.6096 0.7662 -1.1472  C1 1.094
9 H -2.8663 -0.0007 -0.1514  C1 1.093
10 H -1.0916 -1.6992 -0.7520  C2 1.095
11 H -1.1087 -1.4032 0.9823  C2 1.097
12 H 3.7178 0.1134 0.6003  C5 1.103

Results
Gap between HOMO and LUMO = 10.62 eV
Electronic energy = -7327.437 eV
SMILES string = CCC#CC=O
ΔE to the lowest compared entry with this formula, charge and spin = 178.21 kJ/mol
LUMO level = 0.013 Eh
Highest occupied orbital energy = -10.26 eV
Charge = 0


# 7
The following is a DFT calculation (ωB97M-V with the def2-TZVPD basis set) of one molecule with the formula C5H6O.

Last columns: bonded neighbours and bond lengths (Å).
Atoms and positions in Å:
1 C 1.7887 -1.0521 -0.8801  C2 1.204, H7 1.058
2 C 0.8370 -0.7946 -0.1888  C1 1.204, C3 1.489
3 C -0.2653 -0.1474 0.5758  C2 1.489, C4 1.546, C5 1.515, H8 1.109
4 C -0.0366 1.3539 0.2870  C3 1.546, H9 1.096, H10 1.092, H11 1.092
5 C -1.4240 -0.8413 -0.1109  C3 1.515, O6 1.208, H12 1.099
6 O -1.1743 -1.3727 -1.1663  C5 1.208
7 H 2.8146 -1.0254 -1.1387  C1 1.058
8 H -0.3078 -0.2811 1.6757  C3 1.109
9 H 0.9639 1.5937 0.6652  C4 1.096
10 H -0.0179 1.5017 -0.7948  C4 1.092
11 H -0.7552 2.0356 0.7475  C4 1.092
12 H -2.4232 -0.9704 0.3285  C5 1.099

Results
Gap between HOMO and LUMO = 10.44 eV
Electronic energy = -7326.454 eV
SMILES string = C#C[C@@H](C)C=O
ΔE to the lowest compared entry with this formula, charge and spin = 273.15 kJ/mol
LUMO level = 0.028 Eh
Highest occupied orbital energy = -9.69 eV
Charge = 0


# 8
The following is a DFT calculation (ωB97M-V with the def2-TZVPD basis set) of one molecule with the formula C5H6O.

Last columns: bonded neighbours and bond lengths (Å).
Atoms and positions in Å:
1 C 3.1056 0.3127 0.5442  C2 1.214, H7 1.074
2 C 1.9803 -0.0171 0.2307  C1 1.214, C3 1.492
3 C 0.6248 -0.3712 -0.2836  C2 1.492, O4 1.215, C5 1.513
4 O 0.5592 -0.9159 -1.3680  C3 1.215
5 C -0.6385 -0.0080 0.4653  C3 1.513, C6 1.542, H8 1.100, H9 1.092
6 C -1.8594 0.0211 -0.4757  C5 1.542, H10 1.095, H11 1.095, H12 1.096
7 H 4.0935 0.6144 0.8380  C1 1.074
8 H -0.8140 -0.7415 1.2663  C5 1.100
9 H -0.5063 0.9778 0.9168  C5 1.092
10 H -2.7341 0.3584 0.0906  C6 1.095
11 H -2.0965 -0.9522 -0.9181  C6 1.095
12 H -1.7146 0.7215 -1.3065  C6 1.096

Results
Gap between HOMO and LUMO = 10.65 eV
Electronic energy = -7327.472 eV
SMILES string = C#CC(=O)CC
ΔE to the lowest compared entry with this formula, charge and spin = 174.86 kJ/mol
LUMO level = 0.015 Eh
Highest occupied orbital energy = -10.25 eV
Charge = 0


# 9
The following is a DFT calculation (ωB97M-V with the def2-TZVPD basis set) of one molecule with the formula C5H6O.

Last columns: bonded neighbours and bond lengths (Å).
Atoms and positions in Å:
1 C -2.5076 -0.9005 1.5512  C2 1.211, H7 1.077
2 C -1.8212 -0.2508 0.7934  C1 1.211, C3 1.497
3 C -0.8935 0.3670 -0.2061  C2 1.497, O4 1.209, C5 1.544
4 O -1.0580 0.1400 -1.3817  C3 1.209
5 C 0.5844 0.7770 -0.0306  C3 1.544, C6 1.560, H8 1.100, H9 1.075
6 C 1.6203 -0.1220 -0.7746  C5 1.560, H10 1.099, H11 1.098, H12 1.095
7 H -3.1070 -1.4668 2.2443  C1 1.077
8 H 0.6968 1.8087 -0.3949  C5 1.100
9 H 0.7536 0.6947 1.0279  C5 1.075
10 H 2.6199 0.1395 -0.4000  C6 1.099
11 H 1.6462 -0.0014 -1.8654  C6 1.098
12 H 1.4662 -1.1854 -0.5635  C6 1.095

Results
Gap between HOMO and LUMO = 10.12 eV
Electronic energy = -7326.744 eV
SMILES string = C#CC(=O)CC
ΔE to the lowest compared entry with this formula, charge and spin = 245.11 kJ/mol
LUMO level = 0.007 Eh
Highest occupied orbital energy = -9.93 eV
Charge = 0


# 10
The following is a DFT calculation (ωB97M-V with the def2-TZVPD basis set) of one molecule with the formula C5H6O.

Last columns: bonded neighbours and bond lengths (Å).
Atoms and positions in Å:
1 C -0.9967 1.9755 -0.2932  C2 1.304, H7 1.087, H8 1.087
2 C -0.6336 0.7758 0.0661  C1 1.304, C3 1.315
3 C -0.0154 -0.3624 0.2955  C2 1.315, C4 1.509, C5 1.483
4 C 1.4370 -0.4597 -0.1040  C3 1.509, H9 1.095, H10 1.092, H11 1.093
5 C -0.6477 -1.5455 0.9273  C3 1.483, O6 1.212, H12 1.108
6 O -0.0602 -2.5973 1.0606  C5 1.212
7 H -1.3970 2.1613 -1.2870  C1 1.087
8 H -0.8720 2.8296 0.3681  C1 1.087
9 H 2.0776 -0.2729 0.7637  C4 1.095
10 H 1.6605 -1.4571 -0.4871  C4 1.092
11 H 1.6562 0.2935 -0.8644  C4 1.093
12 H -1.6946 -1.4259 1.2698  C5 1.108

Results
Gap between HOMO and LUMO = 10.30 eV
Electronic energy = -7327.724 eV
SMILES string = C=C=C(C)C=O
ΔE to the lowest compared entry with this formula, charge and spin = 150.60 kJ/mol
LUMO level = 0.017 Eh
Highest occupied orbital energy = -9.84 eV
Charge = 0


# 11
The following is a DFT calculation (ωB97M-V with the def2-TZVPD basis set) of one molecule with the formula C5H6O.

Last columns: bonded neighbours and bond lengths (Å).
Atoms and positions in Å:
1 C 2.3165 -0.7027 -0.2676  C2 1.209, H7 1.066
2 C 1.2166 -0.3404 0.0786  C1 1.209, C3 1.432
3 C -0.1589 0.0304 0.2217  C2 1.432, C4 1.542, C5 1.768, O6 1.381
4 C -1.2103 -1.0965 0.1796  C3 1.542, H8 1.099, H9 1.092, H10 1.103
5 C -0.1182 1.7508 -0.1833  C3 1.768, O6 1.368, H11 1.079, H12 1.108
6 O -0.6542 1.1222 0.9070  C3 1.381, C5 1.368
7 H 3.3104 -0.9829 -0.5333  C1 1.066
8 H -0.7556 -2.0950 0.2436  C4 1.099
9 H -1.8609 -1.0797 -0.6978  C4 1.092
10 H -1.8626 -0.9804 1.0609  C4 1.103
11 H -0.5460 1.7854 -1.1736  C5 1.079
12 H 0.4794 2.6370 0.1105  C5 1.108

Results
Gap between HOMO and LUMO = 9.04 eV
Electronic energy = -7324.345 eV
SMILES string = C#C[C@]1(C)CO1
ΔE to the lowest compared entry with this formula, charge and spin = 476.56 kJ/mol
LUMO level = 0.030 Eh
Highest occupied orbital energy = -8.23 eV
Charge = 0


# 12
The following is a DFT calculation (ωB97M-V with the def2-TZVPD basis set) of a 2-piece molecular cluster, C5H6O overall.

Last columns: bonded neighbours and bond lengths (Å).
Atoms and positions in Å:
1 C -1.1903 0.9355 0.4370  C2 1.361, C4 1.416, H5 1.083
2 C -0.6005 0.8859 1.6627  C1 1.361, C3 1.546, C4 1.776
3 C 0.5813 -0.0394 1.2919  C2 1.546, C4 1.467, H6 1.090, H7 1.089
4 C -0.5084 -0.3019 0.3450  C1 1.416, C2 1.776, C3 1.467, H8 1.092
5 H -2.0585 1.3919 -0.0232  C1 1.083
6 H 0.8305 -0.8366 1.9927  C3 1.090
7 H 1.4674 0.4888 0.9435  C3 1.089
8 H -0.9778 -1.2847 0.2662  C4 1.092
9 C 0.6100 -0.3009 -1.7175  O10 1.208, H11 1.108, H12 1.108
10 O 1.0351 -1.4257 -1.5995  C9 1.208
11 H 1.1785 0.5977 -1.4062  C9 1.108
12 H -0.3532 -0.0715 -2.2139  C9 1.108

Results
Gap between HOMO and LUMO (spin up / spin down) = 8.70 / 8.70 eV
Electronic energy = -7324.046 eV
SMILES string = C1=C2C[C@H]12.C=O
ΔE to the lowest compared entry with this formula, charge and spin = 505.43 kJ/mol
LUMO level (spin up / spin down) = 0.006 / 0.006 Eh
Highest occupied orbital energy (spin up / spin down) = -8.55 / -8.55 eV
Charge = 0


Q: Number 1 is which compound?
A: C5H6NO2